(1)
23
Properties=species:S:1:pos:R:3:nbo_charge:R:1 method="wB97M-V/def2-TZVPD" homo_lumo_gap_ev=9.36 energy_ha=-1200.59637 relative_energy_kcal_mol=54.3 lumo_ev=0.65 smiles=Cc1cc(C)c([C@]2(S)CS2)cn1 spin_multiplicity=1
S -2.531 -1.026 -2.253 0.202
S -0.111 -2.692 -1.578 -0.015
N -1.005 -0.123 1.995 -0.449
C 0.327 1.167 3.508 -0.648
C -0.516 -0.286 -0.266 -0.098
C -0.927 -1.057 -1.590 -0.323
C 0.726 0.366 -0.106 0.022
C 0.090 0.561 2.142 0.240
C -0.994 -0.392 -2.972 -0.503
C 1.648 0.656 -1.272 -0.655
C 1.026 0.806 1.151 -0.265
C -1.332 -0.598 0.818 0.054
H 2.110 1.167 1.207 0.220
H 1.756 -0.204 -2.077 0.237
H 1.256 0.687 3.848 0.222
H -0.960 0.751 -2.815 0.238
H -1.101 -3.429 -1.107 0.131
H 2.630 1.145 -0.923 0.234
H -2.346 -0.970 0.873 0.213
H -0.590 0.896 4.025 0.241
H 0.463 2.245 3.202 0.221
H -0.648 -0.948 -3.821 0.248
H 1.030 1.279 -1.989 0.231

(2)
22
Properties=species:S:1:pos:R:3:nbo_charge:R:1 method="wB97M-V/def2-TZVPD" homo_lumo_gap_ev="2.68 / 7.77" energy_ha=-499.95112 relative_energy_kcal_mol=0.0 lumo_ev="5.96 / 5.84" charge=-2 spin_multiplicity=2
O -0.839 3.577 3.348 -0.812
O -1.699 2.459 1.586 -0.788
C -0.630 -1.300 -1.985 -0.243
C -0.100 -1.589 -0.726 -0.041
C -0.842 2.689 2.461 0.762
C 1.523 -1.594 -3.018 -0.618
C 0.369 1.705 2.469 -0.742
C 1.292 -1.641 -0.603 -0.252
C 0.169 -1.300 -3.112 -0.336
C -1.037 -1.752 0.440 -0.635
C 2.073 -1.622 -1.744 -0.373
H -1.932 -1.137 0.378 0.223
H -0.613 -1.440 1.403 0.215
H -0.289 -1.099 -4.076 0.179
H 1.172 2.060 3.116 0.181
H 1.707 -1.702 0.396 0.193
H -1.335 -2.798 0.584 0.191
H 3.147 -1.684 -1.640 0.177
H -0.008 0.792 2.952 0.191
H -1.666 -1.003 -2.094 0.191
H 2.178 -1.846 -3.849 0.131
H 0.839 1.492 1.504 0.206

(3)
23
Properties=species:S:1:pos:R:3:nbo_charge:R:1 method="wB97M-V/def2-TZVPD" homo_lumo_gap_ev=7.08 energy_ha=-575.30659 relative_energy_kcal_mol=32.5 lumo_ev=3.00 charge=-1 spin_multiplicity=1
O -0.583 1.919 3.980 -0.716
O -1.546 0.827 -2.649 -0.783
O -0.657 -1.231 -2.430 -0.815
C 1.215 -0.175 0.839 -0.008
C 0.016 1.323 2.855 0.249
C -0.163 -0.176 0.984 -0.179
C 1.915 -1.231 0.052 -0.657
C -2.289 -0.906 -4.098 -0.736
C -0.767 0.591 1.996 -0.257
C 1.351 1.564 2.532 -0.277
C -1.401 -0.375 -2.956 0.761
C 1.940 0.787 1.547 -0.210
H -0.325 1.373 4.739 0.471
H 2.621 -0.838 -0.676 0.213
H -2.752 -1.847 -3.805 0.197
H 2.997 0.960 1.355 0.199
H -1.839 0.502 2.003 0.222
H -0.801 -0.640 0.245 0.259
H 2.608 -1.832 0.640 0.200
H 1.853 2.431 2.930 0.211
H 1.282 -1.769 -0.658 0.270
H -2.991 -0.151 -4.428 0.194
H -1.683 -1.106 -4.996 0.192

(4)
23
Properties=species:S:1:pos:R:3:nbo_charge:R:1 method="wB97M-V/def2-TZVPD" homo_lumo_gap_ev=7.02 energy_ha=-575.26370 relative_energy_kcal_mol=59.4 lumo_ev=3.50 charge=-1 spin_multiplicity=1
O -3.781 1.501 0.436 -0.649
O -2.317 -0.106 -0.019 -0.794
O -0.350 1.297 -0.975 -0.740
C 1.956 1.161 -1.023 -0.296
C 1.823 -1.095 0.690 -0.208
C 2.949 0.220 -1.058 -0.207
C 4.278 -1.671 -0.047 -0.627
C 0.692 0.657 -0.571 0.374
C 0.674 -0.312 0.450 -0.366
C -4.315 -0.666 1.385 -0.769
C 2.956 -0.930 -0.148 -0.118
C -3.393 0.412 0.531 0.827
H 4.678 -1.659 0.933 0.199
H 1.933 2.195 -1.237 0.210
H -4.515 -1.572 0.817 0.202
H 3.910 -2.685 -0.136 0.202
H -5.315 -0.401 1.256 0.219
H -1.412 0.616 -0.529 0.514
H 1.837 -1.911 1.483 0.186
H -3.752 -0.964 2.190 0.220
H 3.811 0.281 -1.624 0.177
H -0.311 -0.634 0.883 0.238
H 5.000 -1.464 -0.831 0.203

(5)
23
Properties=species:S:1:pos:R:3:nbo_charge:R:1 method="wB97M-V/def2-TZVPD" homo_lumo_gap_ev=7.53 energy_ha=-575.30293 relative_energy_kcal_mol=34.8 lumo_ev=3.35 charge=-1 spin_multiplicity=1
O 4.589 1.024 1.249 -0.674
O 2.901 -0.428 1.668 -0.812
O 1.912 -0.752 -0.511 -0.746
C 0.584 -0.712 -0.613 0.349
C 3.418 0.752 1.387 0.814
C -2.187 -0.472 -0.612 -0.119
C -3.683 -0.706 -0.668 -0.630
C -1.492 -0.293 -1.790 -0.190
C -0.078 -0.329 -1.775 -0.312
C -1.522 -0.742 0.593 -0.207
C -0.157 -0.804 0.633 -0.296
C 2.365 1.855 1.065 -0.754
H -4.192 -0.045 0.130 0.188
H -1.884 0.085 -2.725 0.192
H 2.258 -0.727 0.631 0.495
H 2.429 1.943 -0.021 0.237
H 2.837 2.800 1.379 0.204
H 0.325 -0.284 -2.782 0.200
H -2.091 -1.163 1.411 0.191
H 0.504 -0.675 1.487 0.237
H 1.388 1.790 1.516 0.208
H -3.862 -1.649 -0.145 0.207
H -4.364 -0.469 -1.507 0.216

(6)
23
Properties=species:S:1:pos:R:3:nbo_charge:R:1 method="wB97M-V/def2-TZVPD" homo_lumo_gap_ev=6.97 energy_ha=-575.24270 relative_energy_kcal_mol=72.6 lumo_ev=3.59 charge=-1 spin_multiplicity=1
O 1.519 1.814 -0.605 -0.844
O 3.245 -0.052 1.954 -0.657
O 2.762 -0.365 -0.263 -0.717
C 0.217 1.449 -0.383 0.354
C -2.147 1.235 -1.280 -0.245
C -2.476 0.430 -0.204 -0.104
C 3.716 -2.288 0.708 -0.707
C 3.231 -0.749 0.916 0.802
C -0.770 1.617 -1.484 -0.277
C -0.207 0.707 0.751 -0.299
C -3.898 -0.174 -0.454 -0.627
C -1.562 0.229 0.863 -0.215
H 3.983 -2.375 -0.253 0.209
H -0.576 2.247 -2.384 0.190
H -4.045 -0.862 0.346 0.203
H -4.608 0.569 -0.186 0.194
H -1.813 -0.377 1.730 0.190
H 2.905 -3.198 1.058 0.212
H -2.707 1.650 -2.116 0.194
H 2.365 0.595 -0.260 0.526
H 4.489 -2.252 1.587 0.219
H -4.024 -0.403 -1.486 0.210
H 0.401 0.555 1.444 0.189

(7)
24
Properties=species:S:1:pos:R:3:nbo_charge:R:1 method="wB97M-V/def2-TZVPD" homo_lumo_gap_ev=3.16 energy_ha=-973.37788 relative_energy_kcal_mol=34.1 lumo_ev=2.02 charge=-1 spin_multiplicity=1
S 6.411 1.797 -0.367 0.388
O -1.414 3.704 -1.052 -0.512
O 7.865 1.245 -0.227 -1.119
O -0.967 4.071 1.184 -0.510
C -1.691 -0.577 2.656 -0.659
C -2.178 -1.260 1.425 0.063
C 6.001 1.200 -2.028 -0.836
C -2.848 -1.836 -1.229 -0.227
C -2.459 0.002 0.298 -0.182
C -2.888 -0.500 -0.868 -0.243
C -2.513 -2.857 -0.344 -0.171
C -1.172 3.834 0.072 1.022
C -2.254 -2.501 1.039 -0.293
H -3.187 0.124 -1.754 0.205
H 4.937 1.047 -2.201 0.181
H -3.298 -2.009 -2.255 0.210
H -2.370 -3.868 -0.622 0.208
H -2.247 0.969 0.646 0.204
H -1.755 -1.365 3.446 0.210
H -2.075 -3.363 1.620 0.210
H 6.715 0.430 -2.033 0.224
H 6.325 1.707 -2.851 0.164
H -2.353 0.311 2.916 0.222
H -0.585 -0.304 2.529 0.241

(8)
22
Properties=species:S:1:pos:R:3:nbo_charge:R:1 method="wB97M-V/def2-TZVPD" homo_lumo_gap_ev=5.45 energy_ha=-552.61869 lumo_ev=3.65 charge=-1 spin_multiplicity=1
Pd 1.633 -0.675 -0.094 -0.110
O 3.942 1.148 0.218 -0.663
C -1.369 1.079 1.033 -0.639
C 2.822 0.806 0.476 0.275
C -1.064 -0.064 0.073 0.007
C -1.483 -1.069 -2.127 -0.272
C -1.509 0.049 -1.277 -0.247
C -0.080 -2.210 -0.494 -0.330
C -0.773 -2.190 -1.697 -0.212
C -0.243 -1.205 0.444 -0.285
C 1.911 1.803 1.287 -0.763
H -0.692 -3.102 -2.315 0.194
H -0.117 -1.382 1.526 0.215
H 1.384 2.404 0.598 0.202
H -1.923 -0.925 -3.138 0.198
H 1.104 1.275 1.868 0.188
H -2.492 1.225 0.981 0.201
H -0.959 1.984 0.556 0.227
H -1.981 0.965 -1.715 0.193
H 2.523 2.343 1.962 0.188
H 0.388 -3.161 -0.220 0.217
H -1.022 0.900 2.054 0.216

(9)
21
Properties=species:S:1:pos:R:3:nbo_charge:R:1 method="wB97M-V/def2-TZVPD" homo_lumo_gap_ev=9.51 energy_ha=-350.00504 relative_energy_kcal_mol=62.7 lumo_ev=1.01 smiles="C=C1C=CCC2(CC2)C1" spin_multiplicity=1
C 0.243 1.038 0.005 -0.442
C -2.163 0.600 0.615 -0.432
C 1.664 0.425 0.043 -0.024
C -2.169 0.254 -0.878 -0.417
C 1.771 -1.006 -0.197 -0.225
C 0.797 -1.897 -0.102 -0.137
C -0.911 0.064 -0.010 -0.028
C 2.776 1.139 0.061 -0.378
C -0.531 -1.437 0.424 -0.439
H -1.167 -2.227 0.008 0.211
H 0.846 -2.886 -0.318 0.194
H -2.304 1.536 1.001 0.212
H -2.214 1.224 -1.529 0.203
H 0.047 1.657 -0.781 0.227
H 2.699 2.277 -0.026 0.186
H 0.323 1.740 0.819 0.222
H -2.717 -0.601 -1.421 0.230
H -0.619 -1.326 1.453 0.219
H -2.868 0.031 1.170 0.209
H 3.820 0.816 0.177 0.208
H 2.677 -1.421 -0.511 0.202

(10)
35
Properties=species:S:1:pos:R:3:nbo_charge:R:1 method="wB97M-V/def2-TZVPD" homo_lumo_gap_ev=2.95 energy_ha=-2721.10648 lumo_ev=-11.22 charge=+2 spin_multiplicity=1
Cl 3.818 1.775 0.078 0.094
Cl 2.122 0.774 2.169 0.095
S 0.362 2.391 -0.563 2.418
S 0.057 -2.012 -1.036 -0.013
F 1.301 2.522 -1.775 -0.407
O -1.568 -2.236 1.714 -0.525
O 0.123 0.468 -2.955 -0.708
O 0.900 3.138 0.516 -0.917
O -0.934 2.793 -0.922 -0.844
O -1.992 0.114 -2.676 -0.637
N -1.960 -0.177 -0.185 -0.368
N -2.861 1.298 1.441 -0.711
N -0.543 0.739 1.229 -0.613
C -0.856 0.142 -2.265 0.708
C 0.273 0.631 0.012 -0.175
C 1.618 0.086 0.539 -0.208
C 2.860 0.333 -0.395 -0.314
C -2.618 -2.195 1.133 0.421
C -1.906 0.646 0.860 0.725
C -2.854 -1.330 -0.116 -0.335
C -0.613 -0.321 -0.777 -0.099
C 3.822 -0.896 -0.189 -0.734
Be 3.034 -1.078 1.594 1.648
H -3.787 1.382 1.041 0.466
H 2.585 0.406 -1.454 0.346
H 4.694 -0.585 0.422 0.292
H -0.493 1.648 1.702 0.411
H -2.867 -1.907 -1.041 0.289
H -2.653 1.804 2.290 0.440
H 3.314 -1.791 0.328 0.062
H 1.608 -1.027 0.700 0.148
H -0.884 -2.630 -1.783 0.227
H -3.878 -0.944 -0.024 0.255
H 4.254 -1.194 -1.151 0.400
H -3.475 -2.767 1.541 0.166